(1)
Computed, not measured: C59H86N11O3Sr as an isolated structure at a distorted geometry, with wB97M-V/def2-TZVPD.

- Calculated total energy: -3155.7115 Ha
- Net charge: +7
- HOMO-LUMO gap: 3.08 eV
- Strongest force on any atom: 0.035 hartree/bohr

Geometry as XYZ:
```
160
Properties=species:S:1:pos:R:3:forces:R:3
Sr -0.814075 0.851527 1.598775 -0.891 -1.532 0.030
O -0.775280 1.101364 -0.916070 0.245 -0.669 1.285
O -2.479823 -0.095471 3.287835 1.120 -0.140 -1.170
O 0.783875 -0.965115 0.861281 -0.667 1.045 -0.034
N 0.598608 5.501418 0.794308 0.266 0.484 0.238
N 2.751408 -7.105815 -1.437266 0.220 -0.135 0.182
N -3.769693 -0.685555 3.135292 0.372 0.820 -0.066
N 0.699129 -3.667972 3.017353 -0.133 0.139 -0.388
N -2.386362 -2.855294 -3.460070 -0.079 0.697 0.057
N 0.556423 8.625201 -8.270055 0.103 0.195 0.061
N -2.040373 3.586749 -4.194566 -0.005 -0.418 -0.101
N 5.724086 -1.641377 -2.608154 0.608 -0.007 -0.291
N 5.199402 -1.436456 -0.519458 0.173 0.264 0.053
N -1.137636 -1.178944 9.260285 -0.056 0.362 -0.098
N 2.529025 5.306743 -0.162941 -0.061 -0.082 -0.579
C 0.532242 4.394427 -0.030216 -0.656 0.466 0.275
C -0.685177 -3.786611 4.928396 -0.169 -0.062 -0.375
C -3.537604 -2.020970 -3.893664 -0.399 -0.817 -0.329
C -0.267752 -2.905956 7.890957 0.175 0.247 0.166
C -2.965699 2.611304 -3.557652 -0.522 0.621 0.968
C -0.958117 -0.822336 6.928047 0.033 -0.247 -0.442
C 1.729393 4.299467 -0.654985 0.059 -0.343 0.159
C 0.851237 6.445455 -7.356230 0.370 0.779 -0.794
C -0.631460 -2.402594 9.125148 -0.077 -0.456 0.150
C 6.170031 -2.406842 -0.611456 0.454 -0.126 0.716
C -4.286496 0.074428 5.338825 0.434 0.437 1.338
C -1.288884 -0.379098 8.183349 0.052 0.047 0.320
C 0.324602 0.349024 -1.316842 0.244 0.848 -1.246
C -3.535216 -0.612108 0.711826 0.030 -0.628 -0.431
C 3.955602 5.545831 -0.485931 0.053 -0.092 0.329
C -0.725255 5.543121 -5.626157 -0.501 0.476 -0.259
C 1.486371 -7.506292 -1.623709 0.061 0.328 0.077
C -1.315612 5.829301 -4.395108 -0.396 0.126 -0.496
C 3.752489 -7.996477 -0.789542 -0.011 -0.232 0.081
C 4.608452 -0.887882 0.728470 0.216 -0.244 -0.266
C -0.278980 -4.271507 3.714428 0.166 -0.120 -0.013
C -0.223227 -4.326808 -2.629535 0.066 0.191 -0.366
C -5.807415 -1.431558 4.179256 -0.187 -1.654 0.036
C -0.483634 8.834635 -7.454277 -0.282 0.242 0.736
C 0.810498 -0.921355 -0.536558 0.319 -0.141 0.687
C 0.932366 9.685448 -9.251799 -0.045 0.105 0.064
C 1.234480 7.472802 -8.212146 -0.348 -0.517 -0.337
C 0.532146 -6.589594 -2.024879 0.182 -0.784 -0.993
C -0.073976 -2.639584 5.417185 -0.153 0.346 0.268
C -0.448447 6.006790 1.693921 -0.410 -0.572 0.049
C 1.008226 -4.179855 1.674672 0.235 -0.506 0.289
C 3.122415 -5.857701 -1.753700 0.233 0.843 0.223
C -0.458468 -2.115686 6.763436 0.377 -0.091 0.120
C -1.990361 4.838398 -3.728057 0.067 0.085 0.438
C 1.807710 6.034254 0.679027 0.589 -0.346 0.633
C 0.888869 -1.990246 4.640609 0.276 -0.381 0.526
C 4.748728 0.606080 0.827255 -0.351 1.728 -0.320
C -3.671558 -2.331946 5.109442 -0.214 -0.183 1.072
C 4.971190 -0.981161 -1.747243 -0.305 0.301 -0.069
C -1.335668 -4.163383 -1.816107 0.132 -0.816 0.164
C 6.522716 -2.527098 -1.904649 -0.510 0.004 -0.624
C 4.898224 4.784197 0.441170 -0.577 -0.325 0.051
C -0.902825 7.871873 -6.560128 0.358 -0.389 -0.068
C -4.326192 -1.135202 4.425068 -0.144 0.731 -0.954
C -1.481778 3.277746 -5.387790 -0.343 -0.012 0.779
C 0.874124 -5.260775 -2.254913 -0.212 -0.187 0.298
C 2.215717 -4.890736 -2.126707 -0.805 -0.130 0.230
C -1.546241 -0.687358 10.609173 0.026 -0.059 -0.184
C -2.431784 -3.468272 -2.269179 0.103 0.243 0.123
C -2.958047 -2.731945 1.861581 -0.364 -0.069 -0.195
C -0.215337 -3.675925 -3.853905 0.420 0.204 -0.202
C -0.815288 4.234271 -6.104607 0.741 0.030 -0.143
C -0.234387 6.648491 -6.519604 0.061 -0.626 0.396
C 5.852229 -1.421731 -4.063997 -0.202 -0.744 0.311
C -3.873002 -1.482321 1.922468 -0.135 -0.183 0.478
C -5.337003 -1.897845 1.739132 -0.600 -0.436 0.025
C -6.039700 -2.380876 2.998966 0.166 0.815 0.007
C 1.287720 -2.538675 3.440635 -0.590 0.163 0.178
C -1.292406 -2.910459 -4.232434 -0.072 -0.631 -0.218
H 0.397722 9.504171 -10.181987 0.030 -0.038 -0.015
H -1.656665 0.615182 8.393695 -0.105 -0.012 -0.128
H 5.890299 5.218493 0.358550 0.102 -0.161 0.093
H -4.357544 -2.671921 5.894782 -0.063 -0.054 -0.159
H 2.015332 7.335773 -8.949093 0.139 0.126 0.148
H 3.327029 -8.989321 -0.675263 0.073 -0.053 -0.250
H -1.358144 6.155850 1.118219 -0.015 0.128 0.051
H 0.203884 -0.051204 -2.357964 -0.348 -0.174 0.134
H -5.718885 -3.396374 3.243882 -0.030 -0.007 0.055
H 1.434654 5.541293 -7.454468 -0.149 -0.149 0.367
H 4.164694 -5.590200 -1.636976 0.039 -0.311 0.112
H -4.028572 -1.074747 -0.153009 -0.020 0.120 -0.049
H -0.548834 -2.998977 10.024732 0.106 0.083 0.033
H -7.112528 -2.395232 2.810017 -0.004 -0.331 -0.031
H -2.582375 -0.973711 10.774282 -0.010 0.035 0.058
H 0.242465 -1.768643 -0.973599 -0.162 -0.060 0.138
H 3.567154 -1.216793 0.754042 -0.018 0.110 0.229
H -1.429221 6.843780 -4.039564 0.318 -0.007 0.156
H -3.170466 -1.185173 -4.475756 0.011 0.173 0.201
H -3.244899 -3.464849 2.612053 0.091 0.018 0.069
H 4.552831 4.813174 1.476246 0.168 0.404 0.030
H 4.546158 0.982719 1.830521 0.276 -0.431 0.214
H 3.967668 -7.625836 0.211605 -0.037 0.173 -0.074
H -0.951046 9.810801 -7.441128 0.018 0.001 -0.398
H 7.228691 -3.164915 -2.409166 0.112 0.029 0.099
H -4.524071 -0.201423 6.375791 -0.642 -0.126 -0.262
H 0.637372 10.644697 -8.837020 -0.005 0.019 -0.032
H 6.624451 -2.873764 0.247548 -0.196 -0.001 0.075
H 2.006324 9.680199 -9.409597 0.007 -0.122 0.003
H -0.899514 -1.136435 11.356029 -0.009 -0.015 0.017
H 1.850513 -3.625757 1.277486 -0.230 0.224 -0.201
H -1.689265 2.270381 -5.713930 0.304 0.001 -0.241
H -6.160733 -2.031397 5.023613 -0.208 0.615 0.290
H -1.343453 -2.455916 -5.211837 -0.048 0.212 0.100
H -1.434080 0.391670 10.624439 -0.042 0.017 0.057
H 4.912156 3.719863 0.196470 0.226 0.070 -0.224
H -3.319930 0.564486 5.493368 0.187 -0.291 -0.686
H 2.048339 3.571077 -1.379342 0.164 0.070 -0.004
H -6.428030 -0.545862 4.082791 0.203 0.197 -0.033
H -1.534790 -4.264731 5.393720 0.179 -0.016 0.353
H -4.126695 -1.745712 -3.025659 0.179 0.305 0.041
H 1.870724 -1.104102 -0.836154 -0.125 0.154 -0.545
H 4.098371 5.239666 -1.519153 0.000 0.204 -0.070
H -5.450216 -2.728720 1.029240 0.411 0.234 -0.281
H 1.399536 -1.136237 5.063685 -0.017 0.146 -0.254
H -1.744375 8.057888 -5.910538 -0.085 0.202 -0.125
H -0.387887 -7.031867 -2.393687 -0.352 0.374 0.559
H -2.802155 -2.044967 5.698836 0.332 0.058 -0.447
H -4.183302 -2.625523 -4.534478 0.097 -0.016 -0.029
H -2.555294 5.046195 -2.829144 0.053 -0.095 0.041
H 2.478405 -3.844683 -2.213928 0.346 -0.124 -0.234
H -0.169913 6.927381 2.196412 0.258 0.077 -0.256
H 0.247080 -3.857372 7.889749 -0.258 -0.134 -0.257
H -4.965160 0.848493 4.990453 -0.117 -0.042 0.072
H 6.886796 -1.171393 -4.275447 -0.081 0.304 -0.158
H 0.109288 -4.097797 1.070251 0.123 0.247 -0.179
H -1.333207 -4.687839 -0.870357 -0.424 0.187 0.104
H 1.301349 -5.227832 1.758639 -0.097 0.006 0.078
H -3.912819 0.408272 0.775166 0.139 0.031 0.236
H -3.354178 -3.352580 -1.716738 0.078 -0.080 0.137
H 1.973667 -2.077828 2.746716 0.062 0.058 0.087
H 4.118860 6.616772 -0.388100 -0.013 0.022 -0.169
H -1.121639 -0.214871 6.044558 -0.114 0.156 0.164
H -5.878890 -1.056359 1.299894 -0.043 0.080 0.199
H -2.749900 1.591554 -3.846183 -0.229 0.114 -0.696
H -0.632404 5.257150 2.462823 -0.042 0.034 -0.005
H 5.185184 -1.333121 1.537011 -0.160 -0.201 0.000
H 5.712798 1.008840 0.509713 0.294 -0.495 0.312
H 1.251919 -8.547601 -1.445124 0.071 -0.008 0.026
H -0.707263 -5.157418 3.265885 -0.041 0.028 0.012
H -3.149118 -3.225664 0.898925 0.301 0.049 -0.055
H 0.622420 -3.766931 -4.533021 -0.047 -0.020 -0.031
H -2.955970 2.548118 -2.459254 0.852 0.602 -0.252
H -1.903216 -2.456353 1.962044 -0.006 -0.022 0.025
H -0.389883 3.831959 -0.095681 0.276 -0.112 -0.302
H -3.938435 3.051006 -3.775073 -0.331 -0.920 -0.419
H 5.616212 -2.370708 -4.544268 0.082 0.059 -0.115
H -2.478002 -0.686099 0.453451 0.233 0.324 -0.042
H 2.248823 6.786364 1.317200 -0.319 0.319 -0.181
H 4.313641 -0.165092 -1.994672 -0.093 -0.079 -0.007
H 4.663768 -8.012343 -1.379913 -0.037 -0.123 -0.084
H 4.051683 1.225277 0.243648 -0.276 -0.721 -0.294
H -3.467525 -3.206001 4.500513 0.058 0.106 -0.190
H -0.333877 3.962276 -7.034422 -0.291 -0.027 -0.131
H 5.127618 -0.690249 -4.401817 0.188 0.264 0.073
H 1.154999 1.064043 -1.551471 0.428 -0.267 0.730
```
Positions in Å, forces in eV/Å.

---

(2)
Computed, not measured: C5H10O in the gas phase at a distorted geometry, with wB97M-V/def2-TZVPD.

- Calculated total energy: -271.6294 Ha
- Net charge: 0
- HOMO-LUMO gap: 10.25 eV
- Relative energy (zero: lowest compared OMol25 entry of this formula, charge and spin): 323.5 kJ/mol
- Structure (SMILES): CC[C@H]1C[C@H]1O
- Strongest force on any atom: 0.072 hartree/bohr

Geometry as XYZ:
```
16
Properties=species:S:1:pos:R:3:forces:R:3
O 1.001519 0.144372 -1.868216 1.785 -0.413 1.651
C 1.005730 -1.118185 0.539630 0.225 0.004 -0.698
C -0.660265 0.658616 0.005253 -0.513 0.139 -0.795
C 1.480416 0.030565 -0.332439 0.831 -0.139 -1.595
C -1.951432 -0.069190 0.298793 -0.278 -0.003 -0.010
C 0.545247 0.276093 0.844673 0.042 0.145 -1.285
H -2.711575 0.286386 -0.400087 -0.167 -0.107 0.141
H 1.120806 1.038028 -2.270692 0.315 -0.738 1.040
H 0.260134 -1.829739 0.189149 0.204 0.192 -0.193
H -0.727352 1.750035 0.051251 -0.410 0.008 0.178
H -0.280806 0.448871 -1.116806 -2.404 0.468 2.806
H 0.803756 0.725750 1.833229 -0.080 -0.001 -1.250
H 1.767634 -1.582521 1.173795 -0.185 0.313 -0.273
H -1.830196 -1.146622 0.121719 -0.061 0.207 0.043
H 2.498576 0.336301 -0.393603 0.643 -0.155 0.380
H -2.322196 0.051237 1.324354 0.054 0.080 -0.140
```
Positions in Å, forces in eV/Å.

---

(3)
Computed, not measured: a 19-piece molecular cluster, H39O19 overall at a distorted geometry, with wB97M-V/def2-TZVPD.

- Calculated total energy: -1452.1107 Ha
- Spin multiplicity: 2
- Net charge: +2
- ⟨S²⟩: 0.76
- HOMO-LUMO gap (alpha / beta): 10.36 / 3.05 eV
- Relative energy (zero: lowest compared OMol25 entry of this formula, charge and spin): 222.3 kJ/mol
- Strongest force on any atom: 0.092 hartree/bohr

Geometry as XYZ:
```
58
Properties=species:S:1:pos:R:3:forces:R:3
O 1.420715 -2.918582 1.291645 0.692 -2.200 -0.317
O -3.902161 1.500456 1.784155 -3.998 -2.199 -1.193
O 3.485661 -1.844715 -1.063154 3.829 1.408 -1.654
O -4.183560 0.360969 -1.166469 -0.015 0.213 0.433
O 3.656359 -0.013288 1.094310 -2.025 0.910 -0.249
O -1.340549 1.468284 1.484649 1.431 0.591 -0.021
O -1.049488 -4.118614 1.387095 -0.883 0.420 -0.240
O 2.725092 1.943613 -1.812121 -0.539 -2.161 1.236
O 0.531457 0.120209 2.729198 1.286 0.978 -3.777
O -1.225531 -0.425688 -1.573848 2.096 -0.641 -1.357
O -1.800449 3.800406 -1.442748 1.977 -1.399 -0.315
O 3.022440 2.919052 0.735866 4.231 -0.967 1.476
O -2.355801 -3.343230 -2.398056 -2.116 0.901 -1.466
O 0.382405 1.935707 -0.486809 1.807 -0.547 -0.993
O 2.211586 1.026307 4.506992 3.009 -2.086 -1.633
O 0.025705 -2.697878 -1.891062 -0.748 -0.840 1.170
O -2.041606 -0.315664 3.464297 -3.253 -1.925 -1.900
O 0.914808 1.575673 -3.622682 1.732 1.661 2.021
O 1.068513 -0.506452 0.188962 2.285 0.528 2.168
H 0.506656 1.749379 -1.447605 0.379 -0.342 0.075
H 1.895240 -3.686996 0.883051 -0.335 0.508 1.067
H -1.773632 -0.802132 -0.938881 -2.484 -0.105 2.295
H 3.639449 1.697478 -1.679163 0.604 0.752 -0.523
H 0.483501 -0.382337 -0.547305 -1.253 0.502 -0.850
H -0.441242 2.377767 -0.523508 -2.156 1.441 0.522
H 1.774278 0.192212 0.212149 -0.572 -0.999 -0.734
H -0.469380 -3.171504 -1.124936 1.064 0.732 -2.117
H -4.797780 1.032245 1.438520 3.058 0.683 1.489
H -2.568584 4.323546 -1.573835 -0.969 0.800 -0.416
H -2.919204 0.145522 3.330070 1.557 0.958 0.714
H 2.596337 -2.102132 -1.224916 -1.000 -0.319 -1.225
H 2.204062 3.256021 0.537705 -3.626 0.800 -1.355
H 0.314137 1.095206 2.455097 0.030 -1.933 0.335
H 4.081281 -1.697318 -1.924755 -2.680 -0.979 2.634
H 1.886989 1.579698 -3.800818 -1.645 -0.593 -0.393
H -3.190076 -3.226366 -1.898042 0.619 -0.416 -0.097
H 1.602592 -2.280380 0.625483 0.035 1.392 -0.669
H 3.270645 2.055446 0.356123 -0.878 -0.016 0.056
H -4.473440 1.030370 -1.790958 -0.084 0.081 -0.108
H 0.394764 1.067219 -4.197689 -0.513 -1.139 -1.605
H 4.145862 0.454086 1.762971 1.155 -0.231 -0.001
H -1.352961 3.664778 -2.308272 -0.838 0.458 0.696
H 1.396414 1.315890 4.152646 -1.186 0.398 -0.180
H -0.825075 -1.351034 -1.744517 0.540 1.272 -0.731
H -0.149694 -3.899505 1.156293 0.628 0.152 0.239
H -3.892750 -0.365707 -1.713280 0.058 -0.224 -0.313
H -0.381612 -0.232717 2.748141 -1.127 -0.327 0.637
H -4.120403 2.279835 1.293498 0.284 1.577 -0.291
H 2.588379 0.374353 3.780724 -1.244 1.891 2.493
H 0.967719 -0.289763 1.702761 -1.736 0.656 1.777
H 4.104841 -0.484184 0.387854 0.679 -0.401 0.196
H -2.055847 2.067382 1.661294 -0.555 0.377 0.530
H -2.654683 -3.034386 -3.304438 0.532 -0.731 1.286
H 2.527830 2.797087 -2.141560 0.615 1.661 -0.608
H -1.187876 -5.039529 1.179477 -0.046 -0.436 -0.005
H -0.519028 -2.869948 -2.700731 0.700 -0.379 1.285
H -2.484598 -1.100076 2.977845 1.931 0.528 1.239
H -1.668698 0.993914 0.733284 -0.341 -0.692 -0.730
```
Positions in Å, forces in eV/Å.